Below is a single C7H9NO2S molecule at a distorted geometry, with properties calculated with ωB97M-V/def2-TZVPD.

## Properties
charge: 0
multiplicity: 1
F_max: 8.359 eV/A
gap between HOMO and LUMO: 7.849 eV
SMILES: C[S@@](=N)(=O)Oc1ccccc1
HOMO energy: -8.4 eV

Last column: natural (NBO) charge in e.
Geometry (Å):
C: 0.518 -1.566 -2.679  -0.2299
C: -0.175 -0.407 -2.519  -0.1871
C: 0.797 -2.279 -1.590  -0.2244
C: -0.556 -0.011 -1.271  -0.3052
C: 0.462 -1.918 -0.315  -0.2505
C: -0.301 -0.710 -0.104  0.2840
C: 0.824 1.909 1.753  -0.8957
N: -1.117 1.258 3.435  -1.0223
O: -1.721 2.210 1.052  -0.8603
O: -0.802 -0.521 1.147  -0.6677
S: -0.848 1.438 1.913  2.0452
H: 0.874 -1.827 -3.755  0.2113
H: -0.491 0.097 -3.421  0.2110
H: 1.350 -3.159 -1.728  0.2070
H: -1.126 0.952 -1.308  0.2266
H: 0.691 -2.701 0.484  0.2250
H: 1.072 2.526 2.662  0.2857
H: 1.527 1.045 1.641  0.2892
H: 0.979 2.591 0.849  0.2788
H: -1.960 1.074 3.752  0.3793